# 1
C36H41N20O3Sr as an isolated structure in a non-equilibrium geometry. Source: OMol25; level of theory: ωB97M-V/def2-TZVPD.

```
101
Properties=species:S:1:pos:R:3:mulliken_charge:R:1
Sr -1.09130 0.82826 -0.02558 2.115
N -0.36840 2.52382 3.52227 0.217
C -0.51083 1.14994 3.55816 -0.055
N -0.42377 0.49298 4.73166 -0.686
N -0.66566 -0.78997 4.33526 -0.897
N -0.86335 -0.88725 3.04587 -0.412
N -0.71900 0.36432 2.50817 0.594
C -0.38060 3.34564 2.45543 -0.164
N -0.34373 4.66458 2.61860 -0.674
N -0.36489 5.13817 1.30738 -0.842
N -0.36372 4.12400 0.48896 -0.517
N -0.43722 2.96055 1.18494 1.006
H -0.18859 2.94212 4.41835 0.265
N -3.62835 4.31855 1.35160 0.028
C -3.95070 3.77322 2.56896 -0.842
C -4.08094 2.44243 2.41568 -0.412
N -3.81117 2.09192 1.08025 -0.106
C -3.53725 3.28912 0.47709 0.053
C -3.00058 3.49675 -0.83614 0.113
N -2.60763 2.53872 -1.69594 -0.130
C -1.95152 3.20513 -2.72572 -0.536
C -1.92207 4.55370 -2.43977 -0.806
N -2.62423 4.74781 -1.32491 -0.046
H -3.22084 5.21854 1.25401 0.320
H -3.86621 4.36601 3.45481 0.381
H -4.21334 1.71209 3.13740 0.485
H -1.50962 2.66115 -3.51484 0.500
H -1.49179 5.37751 -2.94195 0.448
H -2.52613 5.62742 -0.81149 0.332
C 6.64920 -2.28168 1.29126 -0.970
O 5.44385 -1.55522 0.98709 -0.198
C 5.42913 -0.91334 -0.24904 0.369
C 6.53913 -0.28425 -0.79372 -0.260
C 6.57808 0.26920 -2.06060 -0.821
C 5.39070 0.23903 -2.78685 -0.710
C 4.20607 -0.27518 -2.25696 -0.505
C 4.22062 -0.92254 -1.02565 1.048
N 3.08509 -1.38964 -0.40114 -0.262
C 1.81304 -0.90019 -0.75916 -1.384
N 1.26623 -1.65784 -1.77575 0.307
C 0.28195 -1.25369 -2.77967 -1.147
C -0.82543 -0.47988 -2.44048 1.480
C -1.76068 -0.31692 -3.48518 -0.858
C -1.57619 -0.86218 -4.72310 -1.277
C -0.44363 -1.66072 -5.02983 -0.527
C 0.47856 -1.88302 -4.04015 1.029
O 1.67591 -2.59667 -4.20529 -0.372
C 1.93194 -3.17559 -5.48101 -1.034
N 1.24305 0.12729 -0.19852 0.535
C 2.03811 0.82091 0.80763 1.150
C 2.43843 2.15534 0.63125 -0.775
C 3.24965 2.79787 1.59730 -0.993
C 3.52377 2.16203 2.79176 -1.053
C 3.07218 0.86866 2.99122 -0.603
C 2.40219 0.19498 1.96104 0.800
O 2.06214 -1.12401 2.11294 -0.177
C 2.43310 -1.77179 3.30604 -1.236
H 6.88049 -2.91148 0.41710 0.383
H 6.47804 -2.83425 2.22546 0.205
H 7.47954 -1.59193 1.40222 0.347
H 7.43500 -0.25917 -0.12617 0.136
H 7.48462 0.69529 -2.48224 0.398
H 5.45331 0.51614 -3.85061 0.340
H 3.29795 -0.37772 -2.88424 0.198
H 3.22180 -1.43596 0.57831 0.482
H 1.84104 -2.48641 -1.97045 0.381
H -2.68168 0.22901 -3.27907 0.433
H -2.36412 -0.64202 -5.46086 0.320
H -0.29637 -2.13202 -6.01501 0.258
H 1.07333 -3.75375 -5.93138 0.322
H 2.72906 -3.84748 -5.25585 0.298
H 2.08997 -2.37610 -6.18251 0.414
H 2.11425 2.60423 -0.33673 0.401
H 3.55757 3.84950 1.50918 0.348
H 4.02345 2.72010 3.57158 0.422
H 3.35133 0.37562 3.90394 0.480
H 1.96673 -2.75010 3.25951 0.188
H 1.94782 -1.34916 4.19632 0.448
H 3.51781 -1.74447 3.43214 0.311
C -3.83726 -1.10168 1.67689 -0.914
N -4.92546 -2.08627 1.71749 0.053
C -5.72225 -2.01390 0.45706 -0.549
N -4.86369 -2.22899 -0.70048 0.141
C -3.80711 -1.21367 -0.69382 -0.841
N -2.96934 -1.24466 0.51703 1.649
C -2.39622 -2.58723 0.62040 -0.863
N -3.43928 -3.64157 0.58831 0.108
C -4.30113 -3.43690 1.74511 -0.608
C -4.22343 -3.52304 -0.62881 -0.593
H -3.21920 -1.18658 2.59802 0.164
H -4.17013 -0.08912 1.60754 0.231
H -6.25669 -1.03928 0.36522 0.279
H -6.45123 -2.82690 0.54962 0.383
H -4.21862 -0.22289 -0.86787 -0.096
H -3.12065 -1.33807 -1.53598 0.158
H -1.88560 -2.64079 1.55913 0.305
H -1.62095 -2.69727 -0.17908 -0.064
H -3.73876 -3.61377 2.69151 0.312
H -5.06107 -4.27769 1.73182 0.340
H -5.00253 -4.35246 -0.63872 0.317
H -3.55313 -3.74335 -1.48497 0.290
```

Properties
- net charge = -1
- multiplicity = 1

---

# 2
A 22-piece molecular cluster, C57H167N9O26 overall in a non-equilibrium geometry. Source: OMol25; level of theory: ωB97M-V/def2-TZVPD.

```
259
Properties=species:S:1:pos:R:3:mulliken_charge:R:1
C -3.03042 -2.33576 2.08061 -0.609
O -1.83090 -2.70793 1.41608 0.060
H -3.98956 -2.76721 1.79420 0.482
H -2.92776 -2.56317 3.14166 0.198
H -3.12146 -1.24958 2.07705 -0.027
H -1.13240 -2.83093 2.06304 -0.135
C 3.13698 5.89037 4.25022 0.666
O 3.81206 5.62470 5.47500 -0.604
H 2.09117 5.64157 4.43045 -0.431
H 3.38001 6.89603 3.90715 0.437
H 3.37828 5.10477 3.53417 -0.427
H 4.76007 5.69426 5.34062 0.310
C -2.38607 4.41673 -5.45263 -0.415
O -1.09835 4.24071 -6.00984 -0.547
H -2.77684 5.38658 -5.76053 0.303
H -3.02131 3.67565 -5.93779 0.138
H -2.37230 4.18777 -4.38705 0.087
H -0.99899 3.37973 -6.42266 0.378
C 0.59434 -2.32063 4.61272 -0.252
O -0.74779 -2.61710 4.28213 -0.348
H 0.65873 -1.40686 5.20344 -0.146
H 1.05609 -3.14986 5.14870 0.502
H 1.12484 -2.14811 3.67629 0.149
H -1.26024 -2.81303 5.06993 0.186
C -1.15352 6.35742 4.97128 -0.688
O -1.18882 5.51539 6.08962 -0.548
H -0.94760 7.34325 5.38823 0.365
H -0.34120 6.08925 4.29577 0.086
H -2.06804 6.54793 4.40961 0.312
H -0.28558 5.43038 6.40351 0.401
C -0.24457 3.69919 -0.44749 1.380
O -0.54309 5.06878 -0.09473 -0.649
H -0.01874 3.65729 -1.51302 0.550
H 0.55539 3.30524 0.17939 -0.720
H -1.11383 3.04564 -0.37436 -0.968
H -1.33285 5.28492 -0.59591 0.325
C -3.05109 4.20086 3.08942 -0.796
O -2.76595 3.11212 2.18881 -0.233
H -4.13017 4.35332 3.11052 0.347
H -2.78504 3.97241 4.12147 0.233
H -2.54376 5.11747 2.78853 0.214
H -1.84415 2.85822 2.27503 -0.148
C 5.44457 3.58611 1.96366 -0.181
O 5.99012 3.63245 0.65242 -0.500
H 5.92896 2.77063 2.50072 0.380
H 5.54284 4.57729 2.40639 0.373
H 4.39128 3.30947 1.91738 -0.321
H 6.94230 3.70664 0.74963 0.282
C -1.82239 0.61806 -7.11440 -0.428
O -0.70563 1.46379 -6.83912 -0.362
H -2.76324 1.04762 -6.77032 0.150
H -1.83920 0.31247 -8.16056 0.473
H -1.60843 -0.26968 -6.51924 0.033
H -0.00140 1.15540 -7.41406 0.198
C 2.50589 6.31853 0.40994 -0.179
O 1.51286 6.28265 1.40466 -0.458
H 2.52863 5.26315 0.13835 -0.170
H 2.22627 6.99860 -0.39468 0.272
H 3.42241 6.70906 0.85218 0.234
H 0.77307 5.87564 0.94786 0.261
C 3.33366 -2.03612 -0.85000 0.461
O 4.32353 -3.06257 -0.67114 -0.667
H 3.63835 -1.16895 -1.43590 0.006
H 2.52582 -2.59783 -1.31900 -0.228
H 3.03608 -1.69013 0.13987 0.013
H 3.88803 -3.85984 -0.36082 0.495
C 3.29046 2.03090 -0.94997 0.228
O 2.88284 0.85468 -0.26315 -0.394
H 2.79513 2.06204 -1.92042 -0.171
H 3.14668 2.96879 -0.41348 -0.404
H 4.33790 2.02554 -1.25152 0.373
H 1.94717 0.75724 -0.07174 0.261
C 2.59726 3.47798 -5.64259 -0.172
O 3.96258 3.67474 -5.86059 -0.533
H 2.08770 4.43796 -5.55967 0.480
H 2.15483 2.97443 -6.50213 0.179
H 2.43719 2.88300 -4.74343 -0.247
H 4.06037 4.56547 -6.20504 0.330
C 5.87530 -3.20536 -11.20224 -0.800
O 5.51058 -3.62198 -9.91485 -0.315
C 4.78639 -2.67543 -9.13425 -0.211
C 4.43627 -3.44565 -7.88338 -1.069
N 3.42833 -2.86283 -7.00429 -0.144
C 2.04344 -2.94894 -7.53144 -1.060
C 0.95788 -2.48069 -6.51561 0.186
O 0.51066 -3.63753 -5.73743 -0.452
C -0.54313 -3.32557 -4.88395 0.364
H 5.08469 -3.44474 -11.91338 0.286
H 6.74752 -3.75686 -11.55323 0.275
H 6.18365 -2.16645 -11.31926 0.313
H 3.89518 -2.38838 -9.69231 0.354
H 5.49987 -1.88812 -8.89097 0.276
H 5.30628 -3.58364 -7.24140 0.349
H 4.21122 -4.46068 -8.21074 0.410
H 3.52160 -3.35421 -6.12683 0.250
H 1.75892 -3.96867 -7.79085 0.408
H 1.93222 -2.39217 -8.46188 0.405
H 0.08335 -2.16604 -7.08508 0.070
H 1.15364 -1.54451 -5.99278 0.016
H -0.72001 -4.11494 -4.15340 -0.303
H -1.43299 -3.38766 -5.51036 0.317
H -0.60886 -2.33289 -4.43858 -0.145
C 0.48350 3.53096 3.01510 -0.342
O -0.14926 2.35619 2.53942 2.341
C 0.52913 1.15610 2.80531 -0.730
C -0.01554 0.07695 1.83063 -0.282
N 0.25207 0.36367 0.39188 0.581
C -0.10216 -0.70098 -0.49272 -0.463
C 0.19444 -0.27693 -1.93517 1.353
O -0.60184 0.86036 -2.26789 0.981
C -0.25802 1.39984 -3.50486 0.027
H 0.60423 3.50411 4.09807 -0.338
H 0.01629 4.48219 2.76018 -0.211
H 1.50730 3.58701 2.64526 -0.022
H 0.44672 0.76066 3.81771 0.027
H 1.59567 1.27522 2.61456 0.328
H -1.09364 -0.01014 1.96554 -0.079
H 0.49498 -0.84117 2.12139 -0.044
H -0.29227 1.17881 0.14831 -0.580
H -1.16422 -0.94177 -0.44623 0.245
H 0.39052 -1.60932 -0.14588 -0.147
H -0.06080 -1.08319 -2.62285 -0.338
H 1.26267 -0.13599 -2.09984 -0.912
H -0.42699 0.73738 -4.35380 -0.425
H 0.80594 1.63671 -3.50789 0.003
H -0.97589 2.20445 -3.66409 -0.157
C -3.80649 -3.36521 -1.10616 -1.439
O -4.00654 -4.03154 -2.35051 0.406
C -5.06972 -4.95631 -2.38549 -0.866
C -4.94581 -5.81213 -3.68020 -0.595
N -5.10130 -4.96189 -4.81564 -0.352
C -4.61340 -5.51476 -6.08036 -0.644
C -4.70511 -4.51536 -7.27179 -0.695
O -4.03988 -3.31005 -6.91411 -0.155
C -3.91410 -2.40465 -8.01980 -0.778
H -3.46793 -4.00149 -0.28846 0.730
H -4.75637 -2.97410 -0.74169 0.520
H -3.01642 -2.61440 -1.11903 -0.020
H -6.03964 -4.45919 -2.40084 0.277
H -4.98710 -5.67098 -1.56664 0.490
H -5.53674 -6.72804 -3.68088 0.441
H -3.92544 -6.19537 -3.67232 0.199
H -4.62586 -4.10267 -4.57942 0.201
H -5.18609 -6.42202 -6.27280 0.395
H -3.55888 -5.75505 -5.94490 0.274
H -5.75196 -4.26847 -7.44852 0.357
H -4.26942 -4.84692 -8.21431 0.517
H -2.87752 -2.23769 -8.31259 0.165
H -4.29863 -1.43950 -7.69007 0.210
H -4.47898 -2.68814 -8.90786 0.444
C -3.14466 -5.00644 9.43363 -0.809
O -3.84985 -4.46713 8.34277 -0.245
C -5.11866 -3.89049 8.60728 -0.603
C -5.71254 -3.32832 7.28945 -0.648
N -5.06991 -2.04832 6.87172 -0.414
C -5.49391 -1.64752 5.49016 -0.684
C -4.80708 -0.35190 5.02923 -0.639
O -3.37830 -0.47290 4.85921 0.001
C -2.92246 0.64221 4.14052 -0.695
H -3.79508 -5.68380 9.98699 0.328
H -2.73971 -4.27870 10.13685 0.296
H -2.42982 -5.70335 8.99612 0.254
H -5.08561 -3.19834 9.44867 0.365
H -5.82205 -4.69821 8.80958 0.392
H -6.76371 -3.16098 7.52427 0.388
H -5.64350 -4.07535 6.49870 0.351
H -4.08077 -2.24918 6.83478 0.215
H -6.57089 -1.51334 5.59127 0.448
H -5.33583 -2.41236 4.72982 0.308
H -4.99639 0.42449 5.77050 0.345
H -5.38200 -0.04262 4.15636 0.345
H -1.85697 0.52095 3.94524 -0.582
H -3.11554 1.59066 4.64177 0.736
H -3.37388 0.69219 3.14965 0.501
C 1.70065 6.33894 9.05879 -1.719
C 1.27214 4.97600 8.52359 0.699
C -0.16716 4.53800 9.00486 0.025
O -0.05985 4.07705 10.36300 -0.374
C -1.13466 3.32599 10.88745 -0.721
N 1.26373 5.00755 7.03482 -0.106
H 1.04685 7.17525 8.81134 0.314
H 2.74328 6.60621 8.88677 0.343
H 1.58264 6.18181 10.13094 0.495
H 1.98514 4.25076 8.91572 0.122
H -0.47936 3.69101 8.39391 -0.321
H -0.92829 5.31803 8.98702 0.478
H -0.90582 2.93978 11.88072 0.273
H -1.38455 2.45888 10.27607 0.223
H -2.00319 3.98003 10.96456 0.314
H 1.22728 4.06470 6.67455 -0.200
H 2.13076 5.40144 6.69836 0.191
C 3.13560 -0.10748 -4.35890 -0.047
C 4.41478 0.22425 -5.16112 0.472
C 5.60372 -0.48234 -4.64412 -1.108
O 6.81767 -0.18262 -5.35699 -0.379
C 7.97945 -0.87655 -4.92437 -0.790
N 4.23975 -0.16614 -6.57154 -0.690
H 2.30077 0.43185 -4.80641 -0.135
H 3.27325 0.16514 -3.31255 -0.343
H 2.95227 -1.18026 -4.41918 0.299
H 4.52886 1.30725 -5.20778 0.173
H 5.40397 -1.55095 -4.72325 0.384
H 5.77815 -0.27309 -3.58872 0.647
H 7.80669 -1.95276 -4.92099 0.308
H 8.33562 -0.56093 -3.94374 0.291
H 8.81498 -0.76196 -5.61493 0.273
H 5.20041 -0.40181 -6.77575 0.358
H 3.90470 -1.11850 -6.60067 0.354
C 1.18254 -4.66489 1.26588 -1.085
C 1.81966 -5.73289 0.37693 0.186
C 1.15954 -5.81963 -1.01112 -0.610
O -0.17880 -6.32564 -0.96164 -0.436
C -0.94044 -5.92193 -2.08310 -0.541
N 3.22775 -5.46559 0.26177 -0.573
H 0.09385 -4.67222 1.21313 0.367
H 1.51607 -3.66071 1.00417 0.047
H 1.47502 -4.81015 2.30581 0.448
H 1.65312 -6.71437 0.82084 0.310
H 1.74391 -6.49850 -1.63220 0.466
H 1.26735 -4.83332 -1.46242 0.057
H -1.86062 -6.50430 -2.03620 0.225
H -0.42450 -6.06872 -3.03199 0.425
H -1.28357 -4.89329 -1.97239 0.060
H 3.58283 -6.24675 -0.27099 0.243
H 3.65888 -5.45764 1.17509 0.261
C -4.11739 -0.05235 -4.72291 -1.263
C -4.70742 -0.29611 -3.37720 0.342
C -3.77276 0.28048 -2.27195 0.574
O -4.56036 0.64190 -1.14273 -0.568
C -3.81928 1.16510 -0.05921 -0.226
N -5.92742 0.51502 -3.36531 -0.876
H -3.88897 1.00503 -4.85651 0.310
H -4.81939 -0.33352 -5.50793 0.344
H -3.24167 -0.69786 -4.79017 0.115
H -4.85577 -1.36480 -3.22233 0.082
H -3.28305 1.19444 -2.60804 0.136
H -2.93983 -0.36121 -1.98462 -0.287
H -3.16416 1.95981 -0.41609 0.020
H -3.25049 0.35497 0.39718 -0.089
H -4.54752 1.55483 0.65203 0.391
H -5.60568 1.38656 -3.76153 0.285
H -6.13292 0.69695 -2.39332 0.364
C 3.30103 1.52038 4.93225 -0.800
C 3.20679 1.59409 6.47451 0.510
C 1.76457 1.24737 7.00340 -1.231
O 0.86407 2.17882 6.42375 1.114
C -0.49085 1.89732 6.54636 -1.196
N 4.06079 0.55253 6.99756 -0.733
H 4.32528 1.58600 4.56521 0.294
H 2.64583 2.22387 4.41852 -0.017
H 2.99928 0.53860 4.56738 0.126
H 3.49274 2.59926 6.78430 0.250
H 1.83184 1.38810 8.08218 0.346
H 1.43783 0.23091 6.78396 0.453
H -0.65380 0.93318 6.06472 0.055
H -1.06958 2.68210 6.05922 0.226
H -0.78173 1.76892 7.58896 0.284
H 3.96261 0.57412 8.00254 0.312
H 3.65817 -0.28421 6.60024 0.283
```

Properties
- multiplicity = 1

---

# 3
One molecule with the formula C21H20ClN3O3 in a non-equilibrium geometry. Source: OMol25; level of theory: ωB97M-V/def2-TZVPD.

```
48
Properties=species:S:1:pos:R:3:nbo_charge:R:1
C -2.00005 0.11399 -2.21257 -0.252
H -1.58181 -0.12645 -1.23707 0.221
O -0.92249 0.45610 -3.04901 -0.562
C -1.30673 0.77362 -4.37052 -0.064
C -0.05800 1.02722 -5.21455 -0.428
C 0.65611 2.33418 -4.84493 -0.221
N 0.99041 2.36523 -3.44180 -0.602
C 2.12823 1.80430 -2.97213 0.679
O 3.11019 1.56841 -3.64547 -0.624
C 2.06438 1.47931 -1.50605 -0.275
C 2.98752 0.65245 -0.97732 -0.030
C 2.94575 0.09988 0.36283 -0.098
C 1.71700 -0.20375 0.94606 -0.164
C 1.65745 -0.73224 2.22714 0.141
C 2.83906 -0.94806 2.93620 -0.220
C 4.05976 -0.66426 2.35110 -0.199
C 4.12302 -0.15735 1.06644 -0.189
H 5.07726 0.06534 0.61355 0.216
H 4.96975 -0.84650 2.90306 0.219
H 2.79767 -1.35048 3.93850 0.210
N 0.44516 -1.04545 2.84660 -0.590
C -0.79343 -1.11429 2.28775 0.675
O -1.05047 -0.89508 1.12273 -0.598
C -1.88484 -1.43630 3.26679 -0.193
C -1.83739 -2.44173 4.22914 -0.011
C -2.91599 -2.67522 5.06784 -0.233
C -4.05654 -1.90028 4.95674 -0.182
C -4.12852 -0.90639 3.99460 -0.231
C -3.05465 -0.68759 3.15390 -0.095
H -3.09485 0.07112 2.38717 0.229
H -5.02119 -0.30848 3.89642 0.221
H -4.89059 -2.08339 5.61665 0.221
H -2.85797 -3.46472 5.80094 0.231
Cl -0.45490 -3.48495 4.38623 0.002
H 0.52534 -1.31629 3.81789 0.410
H 0.80651 -0.05912 0.39092 0.249
H 3.81679 0.37386 -1.61707 0.245
C 1.01133 2.04963 -0.76472 0.264
N 0.17486 2.60229 -0.20244 -0.311
H 0.19448 2.35423 -2.81800 0.415
H 0.01748 3.19366 -5.06697 0.195
H 1.58670 2.41812 -5.41044 0.232
H 0.63093 0.19562 -5.05974 0.220
H -0.34017 1.05810 -6.26729 0.214
H -1.87783 -0.06416 -4.80053 0.173
H -1.96103 1.66156 -4.37175 0.159
H -2.70295 0.95037 -2.11321 0.164
H -2.54078 -0.75608 -2.60358 0.164
```

Properties
- SMILES string = COCCCNC(=O)/C(C#N)=C/c1cccc(NC(=O)c2ccccc2Cl)c1
- multiplicity = 1

---

Sequential HOMO-LUMO gap output: 7.2 8.8 8.5 eV
Sequential HOMO level output: -0.176 -0.314 -0.321 Eh